No. 1
The following is a DFT calculation (wB97M-V/def2-TZVPD) of an isolated molecule of CH2N4O3.

Geometry (Å):
C  0.183  -0.161  -0.251
H  -1.644  -2.363  -0.846
H  -0.879  0.340  1.591
N  -0.449  -1.222  -0.079
N  1.156  1.718  -0.893
N  1.062  1.840  0.309
N  0.854  0.607  0.808
O  -0.933  -1.797  -1.248
O  0.483  0.543  -1.363
O  0.168  0.494  1.974

For the relative energy (zero: lowest compared OMol25 entry of this formula, charge and spin), the calculation gives 1.8420 eV. The calculation puts the LUMO energy at -0.04 eV. The SMILES is O/N=c1\onnn1O. The frontier orbital gap comes out at 0.36063 Ha. Its total charge is 0.

Atomic partial charges in e from the Löwdin method, atoms 1 to 6: C -0.376; H 0.125; H 0.209; N 0.043; N 0.071; N 0.076

---

No. 2
The following is a DFT calculation (wB97M-V/def2-TZVPD) of an isolated molecule of C7H9NO2S2.

Geometry (Å):
C  -3.522  -1.621  -0.254
C  -2.333  -2.313  0.069
C  -3.355  -0.276  -0.308
C  -1.274  -1.476  0.255
C  2.710  -1.324  -0.385
C  1.883  1.677  0.002
C  1.341  -0.672  -0.113
N  1.526  0.478  0.747
O  3.601  -1.052  0.558
O  2.929  -2.007  -1.341
S  -1.742  0.190  0.059
S  0.342  -1.961  0.734
H  -4.458  -2.112  -0.449
H  -2.255  -3.381  0.150
H  -4.071  0.483  -0.547
H  2.820  1.503  -0.526
H  1.119  1.965  -0.729
H  2.023  2.493  0.708
H  0.842  -0.458  -1.069
H  0.690  0.652  1.297
H  3.195  -0.428  1.199

For the relative energy (zero: lowest compared OMol25 entry of this formula, charge and spin), the calculation gives 0.2567 eV. The calculation puts the LUMO energy at 0.46 eV. The SMILES is CN[C@H](Sc1cccs1)C(=O)O. The frontier orbital gap comes out at 0.33217 Ha. Its total charge is 0.

Atomic partial charges in e from the Löwdin method, atoms 1 to 6: C -0.190; C -0.196; C -0.413; C -0.856; C -0.594; C -0.095

---

No. 3
The following is a DFT calculation (wB97M-V/def2-TZVPD) of an isolated molecule of C4H4Cl2.

Geometry (Å):
C  0.361  -1.290  0.213
C  -0.302  -1.054  -1.010
C  0.457  0.104  -0.251
C  -0.269  1.171  0.513
Cl  0.747  -2.315  1.460
Cl  -1.188  -1.574  -2.348
H  1.339  0.594  -0.689
H  -1.278  0.757  0.809
H  -0.124  2.136  -0.124
H  0.256  1.471  1.428

For the relative energy (zero: lowest compared OMol25 entry of this formula, charge and spin), the calculation gives 2.3668 eV. The calculation puts the LUMO energy at 0.77 eV. The SMILES is CC1C(Cl)=C1Cl. The frontier orbital gap comes out at 0.34922 Ha. Its total charge is 0.

Atomic partial charges in e from the Löwdin method, atoms 1 to 6: C -0.710; C -0.602; C -0.362; C -0.105; Cl 0.718; Cl 0.675

---

No. 4
The following is a DFT calculation (wB97M-V/def2-TZVPD) of an isolated molecule of C4H8O2.

Geometry (Å):
O  -1.388  -1.246  -1.051
C  -0.211  -0.499  -1.335
C  -0.208  0.789  -0.519
C  -0.195  0.521  0.982
C  1.154  0.095  1.504
O  2.163  0.054  0.839
H  -1.135  -2.100  -0.691
H  -0.204  -0.257  -2.406
H  0.696  -1.078  -1.122
H  -1.102  1.364  -0.781
H  0.670  1.383  -0.795
H  -0.493  1.411  1.555
H  -0.932  -0.251  1.243
H  1.184  -0.186  2.579

For the relative energy (zero: lowest compared OMol25 entry of this formula, charge and spin), the calculation gives 1.1656 eV. The calculation puts the LUMO energy at 0.84 eV. The SMILES is O=CCCCO. The frontier orbital gap comes out at 0.39650 Ha. Its total charge is 0.

Atomic partial charges in e from the Löwdin method, atoms 1 to 6: O -0.071; C -0.265; C -0.190; C -0.168; C -0.260; O 0.044

---

No. 5
The following is a DFT calculation (wB97M-V/def2-TZVPD) of a cluster of 2 separate species, C4H13NO in total.

Geometry (Å):
C  0.730  1.829  -0.533
N  -0.256  0.856  0.023
C  -1.699  0.065  -1.830
C  -0.384  -0.271  -1.031
C  -0.440  -1.589  -0.189
H  1.647  1.397  -0.870
H  0.769  2.679  0.164
H  0.305  2.439  -1.360
H  0.054  0.442  0.901
H  -1.747  -0.585  -2.683
H  -1.641  1.099  -2.150
H  -2.548  -0.123  -1.224
H  0.483  -0.284  -1.731
H  -1.005  -2.354  -0.759
H  -1.062  -1.426  0.725
H  0.550  -2.008  0.130
H  2.166  -0.685  4.893
H  1.895  -0.336  3.542
O  2.182  -1.144  3.982

For the relative energy (zero: lowest compared OMol25 entry of this formula, charge and spin), the calculation gives 1.2666 eV. The calculation puts the LUMO energy at 0.63 eV. The SMILES is CNC(C)C.O. The frontier orbital gap comes out at 0.35500 Ha. Its total charge is 0.

Atomic partial charges in e from the Löwdin method, atoms 1 to 6: C -0.149; N -0.101; C -0.064; C -0.411; C -0.086; H 0.058

---

No. 6
The following is a DFT calculation (wB97M-V/def2-TZVPD) of an isolated molecule of C35H35Cl2F6O10P.

Geometry (Å):
C  5.424  1.712  -0.947
O  5.333  0.333  -1.290
C  5.061  0.152  -2.689
C  5.525  -1.250  -3.220
C  4.666  -2.480  -2.711
C  3.146  -2.160  -2.437
C  2.847  -1.581  -1.018
C  3.709  -1.874  0.139
C  3.461  -1.343  1.487
C  4.449  -1.782  2.625
C  4.605  -3.354  2.716
O  3.373  -4.058  2.513
C  2.307  -0.430  1.735
P  2.018  0.278  3.432
C  1.916  -1.046  4.756
C  3.237  1.635  3.852
C  1.432  -0.126  0.582
C  1.679  -0.705  -0.766
C  0.652  -0.332  -1.857
O  0.895  -0.180  -3.039
C  -0.833  -0.081  -1.414
C  -1.988  -0.418  -2.230
C  -1.836  -1.112  -3.628
C  -3.112  -1.944  -4.031
O  -3.837  -1.519  -4.889
O  -3.478  -3.148  -3.399
C  -2.577  -4.202  -3.648
C  -1.742  -4.226  -4.994
O  -2.451  -5.043  -2.808
C  -3.354  -0.110  -1.759
C  -3.623  0.536  -0.465
C  -5.060  0.896  0.027
Cl  -5.471  0.012  1.593
C  -6.200  0.511  -0.995
C  -7.650  0.576  -0.356
Cl  -6.237  1.712  -2.397
C  -2.428  0.840  0.372
C  -2.641  1.543  1.773
O  -2.643  0.924  2.792
C  -2.840  3.138  1.720
F  -3.311  3.423  0.449
F  -1.626  3.807  1.834
C  -3.751  3.694  2.875
F  -4.904  2.942  2.898
F  -3.121  3.534  4.103
C  -4.126  5.231  2.759
F  -5.512  5.307  2.554
F  -3.506  5.893  1.740
C  -3.850  6.063  4.087
O  -2.822  6.679  4.112
O  -4.745  6.127  5.140
C  -1.087  0.537  -0.089
C  0.201  0.830  0.752
O  0.243  1.792  1.478
H  4.426  2.188  -0.726
H  5.959  2.343  -1.707
H  6.023  1.794  0.008
H  5.647  0.926  -3.273
H  3.971  0.374  -2.885
H  5.639  -1.193  -4.335
H  6.572  -1.404  -2.818
H  5.213  -2.947  -1.857
H  4.680  -3.248  -3.542
H  2.816  -1.458  -3.253
H  2.560  -3.109  -2.623
H  4.592  -2.554  0.028
H  5.462  -1.398  2.294
H  4.241  -1.287  3.604
H  5.047  -3.624  3.715
H  5.354  -3.713  1.949
H  3.476  -4.711  1.800
H  2.801  -0.902  5.450
H  0.982  -1.003  5.371
H  2.068  -2.058  4.288
H  3.530  2.112  2.870
H  4.185  1.279  4.334
H  2.722  2.422  4.458
H  -1.007  -1.875  -3.524
H  -1.548  -0.416  -4.450
H  -2.443  -3.869  -5.792
H  -1.418  -5.286  -5.166
H  -0.861  -3.544  -4.901
H  -4.243  -0.335  -2.392
H  -5.190  1.990  0.248
H  -5.997  -0.501  -1.444
H  -8.400  0.602  -1.199
H  -7.814  1.525  0.220
H  -7.887  -0.347  0.233
H  -4.979  7.076  5.195

The calculation puts the LUMO energy at -1.04 eV. The SMILES is COCCCCc1cc(CCO)c(P(C)C)c2c1C(=O)c1c(CC(=O)OC(C)=O)cc([C@H](Cl)[C@@H](C)Cl)c(C(=O)C(F)(F)C(F)(F)C(F)(F)C(=O)O)c1C2=O. The frontier orbital gap comes out at 0.23027 Ha. Its total charge is 0.

Atomic partial charges in e from the Löwdin method, atoms 1 to 6: C -0.122; O -0.216; C -0.231; C -0.154; C -0.189; C -0.146

---

The highest frontier orbital gap belongs to which entry?
C4H8O2

---

What did the fourth record say?
The following is a DFT calculation (wB97M-V/def2-TZVPD) of an isolated molecule of C4H8O2.

Geometry (Å):
O  -1.388  -1.246  -1.051
C  -0.211  -0.499  -1.335
C  -0.208  0.789  -0.519
C  -0.195  0.521  0.982
C  1.154  0.095  1.504
O  2.163  0.054  0.839
H  -1.135  -2.100  -0.691
H  -0.204  -0.257  -2.406
H  0.696  -1.078  -1.122
H  -1.102  1.364  -0.781
H  0.670  1.383  -0.795
H  -0.493  1.411  1.555
H  -0.932  -0.251  1.243
H  1.184  -0.186  2.579

For the relative energy (zero: lowest compared OMol25 entry of this formula, charge and spin), the calculation gives 1.1656 eV. The calculation puts the LUMO energy at 0.84 eV. The SMILES is O=CCCCO. The frontier orbital gap comes out at 0.39650 Ha. Its total charge is 0.

Atomic partial charges in e from the Löwdin method, atoms 1 to 6: O -0.071; C -0.265; C -0.190; C -0.168; C -0.260; O 0.044